Model P:
A cluster of 2 separate species, C4H5N3S in total. Source: OMol25; level of theory: ωB97M-V with the def2-TZVPD basis set.

HOMO-LUMO gap: 7.4 eV

Last column: Mulliken charge in e.
Cartesian coordinates (Å):
1 C 1.918 1.322 0.193  -0.119
2 C 1.634 -0.758 0.049  0.496
3 C -2.157 -1.626 -0.590  -0.334
4 C -1.384 -1.432 0.364  -0.334
5 N 0.951 0.446 0.338  -0.415
6 N 2.935 -0.563 -0.219  -0.689
7 N 3.126 0.732 -0.043  0.191
8 S 0.941 -2.304 -0.115  -0.269
9 H 1.984 2.399 0.406  0.350
10 H -3.216 -1.572 -0.614  0.270
11 H -1.593 -1.655 -1.513  0.241
12 H -1.164 -1.476 1.420  0.387
13 H 4.057 1.117 -0.008  0.224

***

Model Q:
The molecule C4H5N3S. Source: OMol25; level of theory: ωB97M-V with the def2-TZVPD basis set.

HOMO-LUMO gap: 8.1 eV

Last column: Mulliken charge in e.
Cartesian coordinates (Å):
1 C -1.105 1.770 0.047  -0.981
2 N -0.043 0.580 -0.056  0.388
3 N 1.314 0.914 -0.287  -0.164
4 N 2.134 -0.025 -0.290  -0.444
5 C 1.606 -1.352 -0.034  -0.145
6 C 0.295 -1.711 0.193  -0.362
7 C -0.697 -0.640 -0.016  0.327
8 S -2.402 -0.828 -0.259  -0.292
9 H -0.300 2.595 0.137  0.337
10 H -1.854 1.815 -0.684  0.374
11 H -1.438 1.728 1.255  0.298
12 H 2.481 -1.977 -0.252  0.400
13 H 0.007 -2.869 0.245  0.263

***

Model R:
The molecule C4H5N3S. Source: OMol25; level of theory: ωB97M-V with the def2-TZVPD basis set.

HOMO-LUMO gap: 8.8 eV

Last column: Mulliken charge in e.
Cartesian coordinates (Å):
1 C 2.420 -0.767 -0.117  -0.199
2 N 2.032 0.429 -0.046  -0.933
3 N 0.655 0.570 0.006  1.284
4 C -0.234 -0.416 0.016  0.134
5 C -1.458 0.246 0.030  -0.232
6 S -3.179 -0.220 -0.090  -0.255
7 C -1.106 1.589 0.019  -0.209
8 N 0.159 1.793 -0.070  -0.885
9 H 3.519 -1.033 0.066  0.230
10 H 1.955 -1.694 -0.082  0.251
11 H 0.134 -1.421 0.066  0.283
12 H -3.079 -1.519 0.273  0.126
13 H -1.818 2.442 -0.072  0.403

***

model R has the most favorable energy; the next structure is 21.2 kcal/mol above.

***

Model P:
The molecule C4H5N3S. Source: OMol25; level of theory: ωB97M-V with the def2-TZVPD basis set.

HOMO-LUMO gap: 7.5 eV

Last column: Mulliken charge in e.
Cartesian coordinates (Å):
1 C -0.144 -1.779 -0.028  -1.002
2 C 0.273 -0.529 0.197  0.569
3 C 1.453 -0.028 0.948  0.165
4 S 2.568 -0.950 1.704  -0.297
5 N 1.457 1.371 0.885  -0.575
6 C 0.401 1.685 0.194  0.199
7 N -0.350 0.642 -0.252  0.448
8 N -1.498 0.788 -1.002  -0.984
9 H 0.434 -2.595 0.389  0.289
10 H -1.061 -1.998 -0.582  0.274
11 H 0.129 2.716 -0.057  0.388
12 H -1.389 0.297 -1.890  0.265
13 H -2.274 0.379 -0.507  0.262

***

Model Q:
The molecule C4H5N3S. Source: OMol25; level of theory: ωB97M-V with the def2-TZVPD basis set.

HOMO-LUMO gap: 7.1 eV

Last column: Mulliken charge in e.
Cartesian coordinates (Å):
1 S -1.447 -0.996 2.642  -0.315
2 C -0.420 -1.324 1.450  -0.379
3 C 0.006 -0.477 0.393  0.595
4 C 0.909 -0.683 -0.516  -0.254
5 N 1.205 0.363 -1.462  -0.175
6 N 0.288 1.527 -1.572  -0.427
7 C -0.573 1.578 -0.697  -0.040
8 N -0.567 0.843 0.480  -0.312
9 H -0.131 -2.505 1.394  0.137
10 H 1.352 -1.729 -0.553  0.264
11 H 1.555 -0.114 -2.349  0.289
12 H -1.280 2.455 -0.862  0.327
13 H -0.895 1.060 1.654  0.289

***

model P has the most favorable energy; the next structure is 49.7 kcal/mol above.

***

Model P:
The molecule C4H3N3. Source: OMol25; level of theory: ωB97M-V with the def2-TZVPD basis set.

HOMO-LUMO gap: 9.8 eV

Last column: Mulliken charge in e.
Cartesian coordinates (Å):
1 N -1.023 1.255 -2.563  -0.508
2 C -0.693 1.359 -1.461  0.374
3 C -0.171 1.007 -0.216  0.243
4 N 0.011 1.185 1.059  -0.518
5 C 0.369 -0.057 1.533  -0.472
6 C 0.366 -1.002 0.542  -0.108
7 N 0.058 -0.426 -0.611  -0.111
8 H 0.618 -0.250 2.563  0.389
9 H 0.553 -2.052 0.596  0.400
10 H -0.099 -0.996 -1.470  0.311

***

Model Q:
A cluster of 2 separate species, C4H3N3 in total. Source: OMol25; level of theory: ωB97M-V with the def2-TZVPD basis set.

HOMO-LUMO gap: 10.4 eV

Last column: Mulliken charge in e.
Cartesian coordinates (Å):
1 N -1.504 -3.274 2.061  -0.350
2 C -0.722 -2.510 1.762  0.216
3 C 0.263 -1.563 1.452  0.369
4 N 1.504 -1.348 1.236  -0.401
5 C 0.587 -0.216 0.969  -0.319
6 H 0.350 -0.073 -0.018  0.243
7 H 0.764 0.629 1.559  0.238
8 C -2.470 -0.639 -1.343  0.059
9 N -2.295 0.283 -1.997  -0.342
10 H -2.560 -1.554 -0.882  0.285

***

Model R:
The molecule C4H3N3. Source: OMol25; level of theory: ωB97M-V with the def2-TZVPD basis set.

HOMO-LUMO gap: 8.4 eV

Last column: Mulliken charge in e.
Cartesian coordinates (Å):
1 C 0.276 1.291 -0.454  -0.243
2 C 0.542 0.014 -1.017  -0.685
3 C -0.326 1.062 0.785  -0.297
4 C -0.082 -0.863 -0.072  0.691
5 N -0.219 -2.137 0.150  0.536
6 N -0.502 -2.968 0.849  -0.486
7 N -0.453 -0.231 1.086  -0.563
8 H 0.541 2.303 -0.859  0.351
9 H 0.923 -0.403 -1.929  0.398
10 H -0.700 1.932 1.462  0.298

***

model P has the most favorable energy; the next structure is 30.0 kcal/mol above.

***

Model P:
A cluster of 2 separate species, C2H6N4 in total. Source: OMol25; level of theory: ωB97M-V with the def2-TZVPD basis set.

HOMO-LUMO gap: 12.7 eV
net charge: +2

Last column: Mulliken charge in e.
Cartesian coordinates (Å):
1 C 1.382 1.731 -0.512  0.459
2 C -1.248 -1.947 0.727  0.512
3 N -0.338 -1.879 1.491  -0.130
4 N 0.356 1.260 -0.133  -0.174
5 N 2.429 2.429 -0.694  -0.280
6 N -2.278 -1.918 -0.083  -0.357
7 H 0.241 -2.372 2.153  0.367
8 H -0.583 1.092 -0.498  0.352
9 H 3.294 2.053 -1.086  0.312
10 H 2.159 3.398 -0.410  0.324
11 H -3.240 -1.719 0.141  0.300
12 H -2.175 -2.130 -1.095  0.314

***

Model Q:
The ion C2H6N4 with charge +2. Source: OMol25; level of theory: ωB97M-V with the def2-TZVPD basis set.

HOMO-LUMO gap (spin up / spin down): 7.6 / 7.6 eV
net charge: +2

Last column: Mulliken charge in e.
Cartesian coordinates (Å):
1 H 2.434 1.314 -1.282  0.359
2 N 1.735 0.871 -0.629  -0.412
3 N 0.530 1.073 -0.702  0.373
4 C -0.322 0.278 0.150  0.396
5 N -1.432 0.887 0.530  -0.374
6 C 0.118 -0.930 0.516  0.304
7 N 0.216 -2.167 0.430  -0.229
8 H 0.161 1.870 -1.410  0.407
9 H -2.094 0.556 1.224  0.245
10 H -1.848 1.795 0.369  0.238
11 H -0.429 -2.745 -0.127  0.331
12 H 0.933 -2.802 0.931  0.361

***

model P has the most favorable energy; the next structure is 82.0 kcal/mol above.

***

Model P:
A structure of composition C3H2BeO3. Source: OMol25; level of theory: ωB97M-V with the def2-TZVPD basis set.

HOMO-LUMO gap (spin up / spin down): 11.7 / 3.1 eV
net charge: +2

Last column: Mulliken charge in e.
Cartesian coordinates (Å):
1 C 0.976 0.081 -1.551  -0.386
2 C 1.237 -0.679 -0.507  0.817
3 O 1.259 -1.280 0.498  -0.103
4 C -1.286 0.674 0.790  0.908
5 O -0.793 0.833 -0.233  -0.178
6 O -1.920 0.543 1.768  -0.397
7 Be -2.912 0.709 2.623  0.648
8 H 0.360 -0.322 -2.354  0.349
9 H 1.455 1.057 -1.624  0.343

***

Model Q:
A structure of composition C3H2BeO3. Source: OMol25; level of theory: ωB97M-V with the def2-TZVPD basis set.

HOMO-LUMO gap: 9.4 eV
net charge: +2

Last column: Mulliken charge in e.
Cartesian coordinates (Å):
1 O 0.959 -1.994 1.913  -0.050
2 C 0.838 -0.861 1.678  0.428
3 C 0.724 0.021 0.579  0.107
4 O -0.536 0.422 0.269  -0.245
5 C -0.731 0.396 -1.067  0.668
6 O -1.872 0.855 -1.341  -0.233
7 H -2.013 0.954 -2.298  0.471
8 Be 1.008 -0.190 -1.284  0.462
9 H 1.622 0.397 1.551  0.392

***

model P has the most favorable energy; the next structure is 42.2 kcal/mol above.

***

Model P:
A structure of composition C5H5FOS. Source: OMol25; level of theory: ωB97M-V with the def2-TZVPD basis set.

HOMO-LUMO gap: 8.1 eV

Last column: Mulliken charge in e.
Cartesian coordinates (Å):
1 C -1.344 1.334 -0.085  -0.889
2 C 0.132 0.931 -0.017  0.581
3 C 0.577 -0.399 -0.094  0.235
4 C 2.009 -0.874 0.210  -0.345
5 C -0.493 -1.346 -0.134  -0.083
6 H -2.071 0.003 -0.259  0.439
7 H -1.522 2.447 -1.077  0.260
8 H -1.483 1.582 1.287  0.235
9 H 1.787 -1.929 0.883  0.229
10 H -0.048 -2.422 -0.600  0.232
11 O -1.776 -1.331 -0.022  -0.528
12 F 0.806 2.062 0.048  -0.194
13 S 3.426 -0.058 -0.139  -0.171

***

Model Q:
The molecule C5H5FOS. Source: OMol25; level of theory: ωB97M-V with the def2-TZVPD basis set.

HOMO-LUMO gap: 10.3 eV

Last column: Mulliken charge in e.
Cartesian coordinates (Å):
1 F 1.300 -1.804 -0.844  -0.264
2 C 0.357 -0.976 -0.458  0.360
3 C -0.783 -1.259 0.173  -0.988
4 C -1.365 0.076 0.571  0.122
5 O -1.759 0.954 -0.483  -0.447
6 C -0.455 1.132 0.113  -0.282
7 C 0.651 0.454 -0.671  -0.094
8 S 2.297 0.837 -0.121  -0.210
9 H -1.112 -2.226 0.463  0.479
10 H -1.877 0.145 1.519  0.426
11 H -0.261 2.088 0.593  0.463
12 H 0.681 0.638 -1.732  0.298
13 H 2.326 -0.059 0.877  0.137

***

model Q has the most favorable energy; the next structure is 125.6 kcal/mol above.